Entry 1:
The following is a quantum chemistry calculation of a molecular structure, C10H21INO2P2PbSe in a non-equilibrium geometry, from the Open Molecules 2025 dataset.

Results
**Lowest unoccupied orbital energy (alpha / beta)**: -0.487 / -0.455 Ha
**Gap between HOMO and LUMO (alpha / beta)**: 4.72 / 5.60 eV
**Total charge**: +3
**Multiplicity**: 1

Geometry as XYZ:
```
39
C10H21INO2P2PbSe | the Open Molecules 2025 dataset | ωB97M-V/def2-TZVPD
I 0.199 2.724 -1.847
H -1.176 2.878 2.094
H -1.132 1.029 4.803
H -2.205 0.431 3.485
H -0.003 3.169 3.438
H 1.595 1.388 4.491
H -1.270 5.830 -4.050
H -0.707 -4.144 -2.782
C 0.164 -1.343 -3.379
H -1.906 -3.194 -1.830
C -0.523 5.191 -3.568
H 1.754 -0.344 3.979
C 1.603 0.691 3.650
O -2.360 -2.225 1.386
H 0.852 -0.491 -3.358
H -1.027 -0.682 4.240
P 0.311 -2.193 -1.783
H 2.032 -3.734 -0.981
P 0.057 0.871 2.705
H 0.147 4.820 -4.342
H 0.060 5.812 -2.891
C 1.912 -3.058 -1.836
H 2.689 -2.290 -1.766
C -0.170 2.657 2.480
C -1.207 0.359 3.938
C 0.895 -3.188 2.223
C -1.977 -1.325 0.794
H -0.734 -4.244 -0.980
C -0.881 -3.590 -1.852
H 2.006 -3.587 -2.787
O -2.379 3.876 -2.777
H 0.433 -2.037 -4.188
H -0.856 -0.956 -3.524
Pb 0.337 -0.254 0.191
N 1.271 -2.246 1.603
H 0.562 2.987 1.734
Se 0.404 -4.599 3.157
C -1.187 4.064 -2.838
H 2.421 0.947 2.970
```

Entry 2:
The following is a quantum chemistry calculation of a molecular structure, C4H6LiMgO2 in a non-equilibrium geometry, from the Open Molecules 2025 dataset.

Results
**Expectation value of S²**: 0.7560
**Lowest unoccupied orbital energy (alpha / beta)**: -0.360 / -0.365 Ha
**Gap between HOMO and LUMO (alpha / beta)**: 6.25 / 6.69 eV
**Total charge**: +2
**Multiplicity**: 2

Geometry as XYZ:
```
14
C4H6LiMgO2 | the Open Molecules 2025 dataset | ωB97M-V/def2-TZVPD
H -2.086 1.684 0.366
H 0.838 1.733 -0.231
H 0.303 1.902 -2.345
H 1.402 -1.006 -1.060
Mg -1.841 -1.026 -0.066
C 1.582 -0.965 0.025
O -0.424 -2.164 0.600
Li -0.448 -3.588 1.860
C 0.804 -1.761 0.795
O -0.486 1.849 -1.791
C -0.199 1.569 -0.542
H -0.825 1.089 1.490
C -1.100 1.208 0.439
H 2.479 -0.523 0.459
```

Entry 3:
The following is a quantum chemistry calculation of a molecular structure, C59H51N2NaO5Si, from the Open Molecules 2025 dataset.

Results
**Lowest unoccupied orbital energy**: 0.131 Ha
**Gap between HOMO and LUMO**: 5.61 eV
**Total charge**: -2
**Multiplicity**: 1

Geometry as XYZ:
```
119
C59H51N2NaO5Si | the Open Molecules 2025 dataset | ωB97M-V/def2-TZVPD
O 0.039 -1.550 0.687
C -0.257 -4.154 1.590
H -3.396 -3.662 0.229
C 1.273 -2.090 4.424
C -1.772 -2.507 -0.555
H 4.218 0.052 -0.329
C -3.284 -3.829 -1.905
H -4.999 -1.408 -1.013
C 3.693 1.536 -3.888
O -3.352 1.004 0.613
C -2.179 -3.392 2.786
H -2.979 -2.678 2.937
C 6.207 0.535 2.384
C 1.859 -3.402 -3.458
H 1.363 -4.522 -5.219
C -1.988 0.563 0.759
H -1.818 2.444 -1.019
C 5.860 0.485 1.047
H 1.646 3.617 -3.538
C 1.996 -0.993 -3.700
C 1.551 -3.540 -4.801
H 2.296 -2.040 -1.858
C 2.789 0.076 5.017
C 4.958 1.627 -3.310
H 1.905 -4.276 -2.818
H 5.089 1.290 -2.287
C 3.557 2.011 -5.196
H 1.205 -2.505 -6.655
C 0.713 3.071 -3.632
C -2.606 -3.449 -3.058
H -1.988 6.669 -0.409
C 5.266 0.146 3.324
H -5.941 1.119 0.809
C -2.646 1.387 5.705
H -6.209 -0.600 1.134
C -1.263 -3.201 1.759
C 6.040 2.155 -4.000
H 0.478 -3.965 0.818
C -1.700 1.738 -3.820
H -2.986 1.305 6.731
C -0.529 1.043 -3.549
Si 2.262 0.722 -2.933
H 0.101 0.890 3.743
H -2.573 3.660 -4.220
H 6.725 3.027 -5.842
C -1.502 -2.617 -2.957
C -1.565 3.067 1.025
C 1.002 -1.384 5.587
H 7.011 2.212 -3.519
H 6.550 0.791 0.271
C 2.977 -0.695 3.870
H -4.964 0.321 -1.425
C -0.907 1.148 4.050
Na 1.284 0.130 0.432
C 2.083 -2.141 -2.917
C 5.881 2.614 -5.300
H -0.406 4.855 -4.038
C -1.082 -5.434 3.455
C 0.705 1.686 -3.453
C -1.216 1.666 1.595
C -1.635 5.474 1.344
C -1.934 4.563 -0.845
H 0.627 -5.981 2.263
H -2.643 1.205 -3.866
C -2.080 -4.493 3.637
C -1.779 3.282 -0.336
H -4.525 2.121 4.961
H 1.581 -0.280 -5.687
C 4.631 2.543 -5.897
C 4.021 -0.296 2.879
C -3.065 1.943 3.403
H -1.907 -0.785 2.442
H -3.473 -0.637 -1.442
H -1.003 -6.290 4.117
C 4.588 0.047 0.694
H 0.672 -2.950 4.154
H -2.926 -3.818 -4.027
H 2.583 1.974 -5.673
C 1.676 -1.156 -5.051
H -2.796 -4.605 4.445
H -0.588 -0.027 -3.398
H -5.292 0.386 2.295
C -4.194 -0.112 0.532
H -1.285 4.050 2.903
H -0.941 -2.343 -3.845
H 0.170 -1.694 6.206
C -3.507 1.840 4.712
C -1.228 -1.989 0.792
C -0.171 -5.261 2.413
H 5.487 0.165 4.382
H -1.564 6.324 2.015
H -0.666 0.699 6.134
C -5.497 0.220 1.239
C -1.762 1.588 3.049
C -1.483 4.189 1.847
H 3.386 0.962 5.181
C -1.870 5.668 -0.008
H 7.188 0.875 2.694
O 2.548 0.644 -1.385
H -4.141 -4.492 -1.970
H -1.507 0.498 -0.226
H -2.096 4.690 -1.909
O 0.112 1.514 1.527
O -3.544 -1.144 1.254
C -1.660 3.111 -4.014
C -2.869 -3.363 -0.668
N 2.251 -1.770 3.581
C 1.458 -2.408 -5.604
C -0.448 3.778 -3.916
C -1.089 -2.158 -1.712
N 3.685 -0.354 1.591
C -4.421 -0.488 -0.928
H -3.726 2.322 2.635
C -1.346 1.048 5.365
H 4.485 2.907 -6.909
C -2.131 -0.844 1.374
H -0.208 -1.540 -1.587
H 1.594 0.303 6.787
C 1.784 -0.285 5.897
```

Entry 4:
The following is a quantum chemistry calculation of a molecular structure, C26H43BrN2O2PTe4Tl, from the Open Molecules 2025 dataset.

Results
**Lowest unoccupied orbital energy**: 0.148 Ha
**Gap between HOMO and LUMO**: 4.91 eV
**Total charge**: -2
**Multiplicity**: 1

Geometry as XYZ:
```
80
C26H43BrN2O2PTe4Tl | the Open Molecules 2025 dataset | ωB97M-V/def2-TZVPD
C 0.553 -1.468 4.207
H 3.363 -3.700 -2.518
C -4.826 -2.591 -4.773
H -4.381 -0.468 2.024
H -0.008 -1.719 2.150
H 3.429 5.137 0.447
Te -2.500 2.867 -4.386
C 3.039 2.168 0.558
C 1.653 1.860 -0.063
C 2.544 4.628 0.843
H 3.747 2.427 -0.239
C 0.737 3.098 -0.012
C 0.861 -1.351 2.704
H -0.042 1.300 5.259
H 2.258 3.081 2.337
C 2.971 3.330 1.545
C -2.734 -1.302 0.921
H 3.350 -1.101 0.901
C 1.430 -3.140 -1.685
H 2.956 -2.006 -2.717
H 1.711 -1.989 2.446
C -2.700 -2.509 -3.062
H -4.854 1.376 -0.807
C 1.543 4.358 -0.293
C 1.643 -0.966 -0.450
H 0.324 2.061 2.772
H 1.536 -0.573 -1.468
H -5.675 -2.569 -5.439
Br -5.682 0.005 -3.987
O -2.254 -1.456 -0.241
C -3.940 -0.346 1.034
P 0.732 0.338 0.498
H -3.663 2.507 -0.773
H 1.581 1.738 4.756
Tl -1.628 0.540 -1.980
H 1.301 -4.209 -1.482
N -3.524 -1.467 -3.128
C 3.145 -1.147 -0.175
H 0.878 5.211 -0.440
C 0.314 1.035 3.146
H 0.815 -2.897 -2.556
O -2.328 -1.837 1.974
H -4.153 -4.542 -5.320
H 1.799 1.651 -1.130
H -2.502 1.277 0.943
Te 0.435 -0.316 -4.699
H 2.227 0.321 2.475
H 0.819 -2.467 4.562
C 1.285 -0.396 5.006
C 3.666 -2.480 -0.745
H -0.723 0.696 3.068
H 2.069 4.222 -1.243
C -4.538 -1.510 -3.946
H 0.248 3.190 0.964
H -2.195 -4.470 -3.755
H -0.526 -1.369 4.358
C 1.169 0.102 2.280
H -4.683 -0.640 0.286
H 1.166 -0.551 6.082
C 0.944 -2.332 -0.470
C -3.577 1.128 0.790
N -3.879 1.528 -0.583
H 2.359 -0.476 4.802
H -0.068 2.994 -0.742
C 2.904 -2.844 -2.015
H -4.090 1.754 1.533
C 0.784 1.002 4.606
H 4.742 -2.411 -0.932
H 2.101 5.310 1.576
C -2.889 -3.644 -3.833
H 3.532 -3.278 -0.006
H -1.882 -2.423 -2.357
C -3.971 -3.674 -4.697
H 3.937 3.466 2.040
Te 0.204 2.404 -4.790
H 3.696 -0.320 -0.632
H 1.179 -2.877 0.448
H 3.457 1.287 1.048
H -0.141 -2.213 -0.474
Te -2.581 4.647 -2.347
```

Entry 5:
The following is a quantum chemistry calculation of 2 unconnected molecules or ions with the total composition C5H12N2O3 in a non-equilibrium geometry, from the Open Molecules 2025 dataset.

Results
**Lowest unoccupied orbital energy**: 0.012 Ha
**Gap between HOMO and LUMO**: 9.62 eV
**SMILES**: NC(=O)CNC1COC1.O
**Multiplicity**: 1

Geometry as XYZ:
```
22
C5H12N2O3 | the Open Molecules 2025 dataset | ωB97M-V/def2-TZVPD
H -0.445 0.016 0.407
C 2.255 -2.558 0.176
O -2.258 -0.850 1.080
H 4.262 -2.889 1.132
O 1.903 -2.989 -0.911
H 1.994 -2.516 2.312
C -0.936 -0.960 0.526
C 1.607 -3.094 1.459
N 3.864 -2.340 0.378
H 2.270 0.307 0.809
H 0.074 -1.275 2.460
H -2.464 -2.842 1.742
C -1.989 -1.891 2.033
H -2.299 -1.620 3.052
C -0.489 -1.850 1.711
H -0.938 -1.492 -0.439
O 2.509 -0.013 -0.066
N 0.167 -3.111 1.502
H -0.221 -3.613 0.709
H 4.492 -2.351 -0.418
H 1.968 -4.127 1.585
H 3.538 -0.540 0.117
```

Entry 6:
The following is a quantum chemistry calculation of C4H3N3 in the gas phase, from the Open Molecules 2025 dataset.

Results
**Lowest unoccupied orbital energy**: 0.010 Ha
**Gap between HOMO and LUMO**: 9.55 eV
**SMILES**: C#Cc1cnn[nH]1
**Multiplicity**: 1

Geometry as XYZ:
```
10
C4H3N3 | the Open Molecules 2025 dataset | ωB97M-V/def2-TZVPD
C 1.401 -0.278 0.586
C 2.319 0.087 -0.106
N -0.960 -1.098 0.361
H -0.952 -2.055 0.690
N -2.054 -0.621 -0.256
C -0.597 0.966 -0.108
C -0.013 -0.142 0.466
N -1.833 0.626 -0.537
H 2.863 0.555 -0.899
H -0.173 1.961 -0.195
```

Entry 7:
The following is a quantum chemistry calculation of a molecular structure, C3H8NO2 in a non-equilibrium geometry, from the Open Molecules 2025 dataset.

Results
**Lowest unoccupied orbital energy**: 0.155 Ha
**Gap between HOMO and LUMO**: 8.15 eV
**Total charge**: -1
**Multiplicity**: 1

Geometry as XYZ:
```
14
C3H8NO2 | the Open Molecules 2025 dataset | ωB97M-V/def2-TZVPD
C -0.797 -1.160 -0.359
H -2.107 -0.977 1.390
O 0.917 1.269 0.575
O -1.301 -2.225 -0.737
H -0.491 -0.239 1.641
C -1.299 -0.425 0.886
C 1.779 2.370 0.389
H 2.194 2.749 1.350
H 1.244 3.272 -0.028
H 0.708 0.440 -0.220
N 0.281 -0.573 -0.958
H -1.617 0.544 0.473
H 0.409 -0.944 -1.883
H 2.670 2.094 -0.218
```

Entry 8:
The following is a quantum chemistry calculation of a molecular structure, C56H48FLaN2O8P2Si in a non-equilibrium geometry, from the Open Molecules 2025 dataset.

Results
**Lowest unoccupied orbital energy**: 0.135 Ha
**Gap between HOMO and LUMO**: 5.42 eV
**Total charge**: -2
**Multiplicity**: 1

Geometry as XYZ:
```
119
C56H48FLaN2O8P2Si | the Open Molecules 2025 dataset | ωB97M-V/def2-TZVPD
P 18.081 11.086 16.887
H 19.814 11.049 19.306
C 15.212 10.120 20.371
C 22.547 9.817 14.895
C 19.850 14.960 13.882
H 12.832 14.205 15.344
C 19.956 13.066 17.124
H 16.599 13.742 17.199
O 15.983 6.788 15.984
H 17.139 7.268 9.993
O 16.578 9.949 10.486
C 16.199 13.950 12.121
O 16.256 8.726 14.871
O 15.661 12.000 15.590
H 14.589 9.806 21.195
C 18.970 11.989 10.613
C 20.195 16.275 13.853
H 22.509 13.392 13.594
H 10.585 16.889 14.091
C 11.189 16.047 14.419
H 9.241 15.723 12.600
H 15.803 5.660 13.674
C 14.648 12.723 15.692
H 22.000 10.866 11.589
C 20.601 7.924 17.092
H 19.836 17.003 14.612
Si 19.617 9.339 14.576
H 17.367 12.527 19.432
H 18.965 7.281 10.137
C 12.058 11.170 10.236
C 16.858 11.562 19.396
H 20.395 11.057 7.665
C 20.084 10.190 18.667
C 19.997 11.684 11.473
C 20.227 11.289 8.731
C 21.309 11.666 13.991
H 12.198 16.362 14.675
C 15.370 9.227 19.304
H 14.773 8.303 19.291
O 14.423 13.529 16.576
P 19.795 12.281 13.182
H 9.349 14.041 13.322
H 21.660 13.756 11.308
H 15.131 7.171 12.985
H 21.292 17.806 12.756
C 12.683 11.745 12.423
C 19.049 11.751 9.240
H 19.205 14.619 14.701
H 15.979 11.790 21.368
C 21.579 15.850 11.927
C 20.868 9.164 19.116
H 20.236 6.813 14.486
O 14.304 10.479 13.525
C 19.566 10.080 17.366
C 20.086 7.630 13.776
C 23.766 10.425 14.592
C 9.851 14.813 12.679
O 17.995 8.467 11.455
C 23.748 11.779 14.140
C 15.979 11.247 20.432
C 11.866 12.882 12.424
C 18.214 15.193 17.268
C 19.840 8.989 16.533
H 10.478 12.343 9.366
H 17.587 16.070 17.212
C 16.031 7.465 14.940
H 19.949 16.446 17.270
F 12.257 10.489 9.114
O 16.135 15.148 11.864
H 22.290 16.127 11.199
C 20.281 14.062 12.919
H 11.893 15.572 12.486
H 21.495 14.532 17.229
C 22.539 12.387 13.952
C 13.606 11.495 13.554
C 11.227 15.073 13.243
H 21.296 9.132 20.146
H 13.616 10.184 11.303
H 16.877 6.876 13.074
H 24.650 12.356 13.874
H 24.696 9.976 14.815
N 11.820 13.765 13.506
H 16.355 8.792 17.448
H 22.541 8.867 15.362
C 12.847 10.940 11.319
C 21.017 16.746 12.798
La 16.881 10.722 13.818
C 16.226 9.525 18.246
H 19.295 7.333 13.073
H 20.659 12.259 16.932
C 18.574 12.791 17.147
C 20.458 14.370 17.245
C 15.965 6.747 13.593
C 19.613 15.407 17.336
H 10.809 15.596 15.388
C 21.230 14.487 11.997
H 18.102 8.653 9.354
H 10.432 15.058 10.600
H 21.776 7.164 18.710
H 18.199 12.000 8.592
H 18.079 12.438 10.957
H 20.727 7.035 16.480
C 16.992 10.681 18.307
C 21.167 11.112 10.959
C 12.717 13.548 14.506
C 13.576 12.489 14.600
H 9.074 13.903 10.858
C 11.135 12.247 10.220
C 17.182 9.672 11.516
C 17.694 13.913 17.206
C 21.148 8.004 18.383
C 10.998 13.110 11.292
H 20.976 7.701 13.124
C 10.029 14.284 11.237
C 21.303 10.962 9.581
N 16.241 12.767 12.251
C 21.284 10.379 14.513
H 22.200 10.569 9.161
C 18.051 7.890 10.115
```

Entry 9:
The following is a quantum chemistry calculation of 4 unconnected molecules or ions with the total composition C2H14NO3, from the Open Molecules 2025 dataset.

Results
**Lowest unoccupied orbital energy**: -0.114 Ha
**Gap between HOMO and LUMO**: 11.31 eV
**Total charge**: +1
**Multiplicity**: 1

Geometry as XYZ:
```
20
C2H14NO3 | the Open Molecules 2025 dataset | ωB97M-V/def2-TZVPD
H 1.441 2.578 0.399
H 2.113 1.841 1.712
H -0.215 -2.261 -2.628
H 0.710 -0.392 2.492
H -0.648 1.722 0.764
O -0.318 -1.297 -2.634
H 1.802 1.005 0.313
N 1.459 1.726 0.951
C -0.028 -0.070 1.774
O -2.273 -2.307 0.862
H -2.844 -2.997 0.505
H -0.003 -0.716 0.896
H -0.052 1.982 2.390
H 1.218 0.062 -2.138
H -0.955 -1.147 -3.338
C 0.093 1.411 1.487
H 0.719 1.474 -2.269
H -0.995 -0.292 2.217
H -2.772 -1.503 0.657
O 1.300 0.935 -1.725
```

Entry 10:
The following is a quantum chemistry calculation of a molecular structure, C24H25IrN5O5S2 in a non-equilibrium geometry, from the Open Molecules 2025 dataset.

Results
**Lowest unoccupied orbital energy**: 0.091 Ha
**Gap between HOMO and LUMO**: 6.17 eV
**Total charge**: -1
**Multiplicity**: 1

Geometry as XYZ:
```
62
C24H25IrN5O5S2 | the Open Molecules 2025 dataset | ωB97M-V/def2-TZVPD
O -2.109 -2.504 1.561
H -0.779 -1.051 -6.418
C 3.690 3.400 0.327
H -1.515 5.374 0.174
C 0.004 -2.382 0.525
H 1.870 -5.172 0.849
C -4.384 -0.937 -3.449
N 0.891 -1.564 -0.051
C -5.032 -0.290 -2.228
H -3.904 4.636 0.142
C -1.324 -1.817 0.938
C -3.381 2.568 0.405
C -3.007 -0.350 -3.785
H 3.917 2.055 -3.428
C 0.315 -3.692 0.836
N -1.189 0.269 -2.177
O -1.944 -1.854 -2.290
C -2.015 -0.696 -2.662
C 2.129 -2.002 -0.282
C -2.568 0.205 0.710
H -2.463 -2.095 -4.885
H -4.420 -0.430 -1.334
C -3.103 3.917 0.257
C 1.594 -4.155 0.596
H -1.058 0.522 -5.671
H -6.007 -0.737 -2.027
H -3.190 -0.817 -5.871
C 2.918 2.224 -0.228
H -5.181 0.781 -2.388
C -1.250 1.562 -2.594
O -4.030 1.572 -4.809
C -0.785 3.374 0.388
O -0.473 2.408 -2.176
H 4.819 2.847 -2.122
H -2.289 2.939 -3.704
H 3.354 3.593 -2.772
H 3.545 -3.592 -0.136
S 1.971 1.304 0.938
H -4.246 -2.004 -3.273
H -5.024 -0.804 -4.323
H -0.337 -0.784 -4.728
C 2.524 -3.287 0.043
Ir 0.243 0.431 -0.493
H 4.756 3.339 0.090
C -1.779 4.329 0.268
H -4.386 2.171 0.427
H 3.317 4.343 -0.087
C 2.969 1.887 -1.509
H 2.801 -1.295 -0.747
H -0.459 -4.299 1.285
C 3.819 2.636 -2.511
O -3.704 -0.196 0.890
H 0.265 3.640 0.394
C -3.164 1.129 -4.078
C -1.080 -0.555 -5.494
C -2.473 -1.020 -5.072
N -1.410 -0.508 0.608
C -2.324 1.685 0.530
H 3.582 3.442 1.411
S 2.043 0.530 -2.116
N -2.236 1.951 -3.506
N -1.050 2.073 0.507
```

Calculated energy relative to the best compared isomer or geometry (same formula, charge and spin) (kcal/mol), listed in the same order as above: 0.0, 0.0, 0.0, 0.0, 96.4, 82.9, 33.4, 18.0, 14.7, 26.7